No. 1
Computed, not measured: a structure of composition C14H13FeN7O8, with ωB97M-V/def2-TZVPD.

Geometry (Å):
H  -2.40938  3.80055  -1.51494
C  2.78443  0.18494  -1.23151
C  4.97694  0.53296  -0.38236
H  -0.22686  3.90765  -0.57832
C  0.80352  0.32164  0.28137
C  4.14876  0.25049  -1.45541
H  -5.03665  2.71700  0.47985
O  -3.12480  0.05138  2.07852
N  -1.22822  -1.97201  0.52530
N  -2.65263  1.74873  0.86621
O  7.13507  0.92424  0.32767
Fe  -1.56025  -0.00581  0.62265
C  2.27817  0.38705  0.04786
N  6.42958  0.62785  -0.61617
N  -4.31126  3.17048  -0.04991
C  -2.04038  -2.54681  -0.37041
C  -0.23024  -4.08004  0.95844
H  2.09797  -0.02567  -2.03962
O  6.83822  0.39618  -1.73671
H  0.29506  -2.19211  1.87976
C  -1.06232  -4.68010  0.02567
O  0.35168  0.25417  1.46318
C  4.49766  0.73303  0.90135
N  -0.76250  3.06128  -0.46662
O  -3.81639  -2.08298  -1.86975
C  -1.98373  -3.89842  -0.65250
H  2.71342  0.78817  2.09924
C  -3.04172  -1.61720  -1.05773
H  5.18803  0.94250  1.70385
H  -2.66788  -4.29310  -1.38996
C  3.13238  0.65153  1.11215
H  0.50127  -4.65244  1.51095
N  -3.55233  1.13687  1.66800
O  0.00490  0.32239  -0.70900
H  -0.43836  2.29150  -1.04820
C  -3.05655  2.74919  0.08628
N  -2.11143  3.32549  -0.67663
H  -4.52838  3.93104  -0.66731
O  -2.95556  -0.39279  -0.67421
H  4.57574  0.08626  -2.43283
O  -4.62724  1.60456  1.97708
H  -0.98720  -5.74110  -0.17257
C  -0.34056  -2.71857  1.17731

Atoms 1-6, force components in eV/Å:
H 0.0 0.0 0.0
C 0.0 0.0 0.0
C -0.1 0.0 0.0
H 0.0 0.0 0.0
C -0.4 0.0 0.3
C 0.0 0.0 0.0

Multiplicity   1
LUMO level (spin up / spin down)   -0.0256 / -0.0256 hartree
Total charge   0
HOMO level (spin up / spin down)   -8.74 / -8.78 eV
Energy above the lowest of the compared OMol25 structures with the same formula, charge and spin   0.0 kJ/mol

And the Mulliken charges, in e, turn out to be:
1 H 0.21
2 C -0.48
3 C 0.11
4 H 0.25
5 C 1.50
6 C -0.59
7 H 0.19
8 O -0.63
9 N 0.04
10 N -0.27
11 O -0.61
12 Fe 0.33
13 C -0.07
14 N 0.99
15 N -0.37
16 C 0.62
17 C -0.78
18 H 0.48
19 O -0.60
20 H 0.58
21 C -0.18
22 O -0.78
23 C -0.56
24 N -0.47
25 O -0.73
26 C -0.76
27 H 0.51
28 C 0.27
29 H 0.49
30 H 0.51
31 C -0.46
32 H 0.40
33 N 1.24
34 O -0.89
35 H 0.24
36 C 0.82
37 N -0.20
38 H 0.18
39 O -0.49
40 H 0.49
41 O -0.76
42 H 0.42
43 C -0.20

=====

No. 2
Computed, not measured: the molecule C2HFO, with ωB97M-V/def2-TZVPD.

Geometry (Å):
H  1.68996  -0.28504  -0.15261
F  -1.67516  0.10191  -0.88213
C  0.65372  -0.15044  -0.14611
O  -0.08950  0.09856  1.21816
C  -0.57901  0.23501  -0.03731

Force components x, y, z for each atom (eV/Å):
H 0.9 -0.1 -0.5
F 1.4 0.9 3.0
C -1.6 1.1 -0.3
O -2.1 0.5 1.9
C 1.3 -2.3 -4.1

SMILES   FC1=CO1
Multiplicity   1
LUMO level   0.0103 hartree
Total charge   0
HOMO level   -8.72 eV
Energy above the lowest of the compared OMol25 structures with the same formula, charge and spin   330.4 kJ/mol

And the Mulliken charges, in e, turn out to be:
1 H 0.39
2 F -0.19
3 C -0.25
4 O -0.40
5 C 0.45

=====

No. 3
Computed, not measured: a structure of composition C10H14Cl2Si, with ωB97M-V/def2-TZVPD.

Geometry (Å):
H  1.74977  -2.08305  -1.48434
C  0.82333  -3.79403  -0.65355
H  -1.69893  4.45451  1.49558
C  -0.30625  3.21676  0.42750
H  2.45659  -2.23816  1.03847
H  -2.63101  0.27318  1.33378
H  1.74353  -0.76328  0.69854
Si  -0.64744  -1.25495  -0.92379
H  0.11779  -3.94676  0.19302
C  1.57862  -1.85459  0.65182
H  1.17771  2.72070  -1.78170
C  1.15159  1.82818  -1.02700
Cl  -2.21639  -2.12437  -0.10872
H  0.23380  4.08627  0.05288
Cl  -0.89132  -0.91800  -2.94296
H  -3.00100  2.39871  2.34211
C  1.03352  -2.22867  -0.68874
H  0.78144  -1.89486  1.40576
C  -2.20699  2.35235  1.55552
C  -1.97228  1.17360  0.98566
C  -1.45078  3.49614  1.22610
H  0.42085  -4.08875  -1.59869
H  1.01824  0.80805  -1.51616
H  1.71641  -4.33120  -0.43995
C  -0.84967  0.93355  0.25771
H  1.91005  1.77791  -0.35060
C  -0.04117  2.00074  -0.14822

Atoms 1-6, force components in eV/Å:
H 0.0 0.7 -0.4
C -1.6 2.0 0.8
H -0.4 2.0 0.9
C -1.7 2.5 -0.1
H 1.7 -1.6 0.3
H 1.2 1.7 -0.9

Multiplicity   1
LUMO level   0.0232 hartree
Total charge   0
HOMO level   -8.87 eV
Energy above the lowest of the compared OMol25 structures with the same formula, charge and spin   273.1 kJ/mol

And the Mulliken charges, in e, turn out to be:
1 H 0.39
2 C -1.46
3 H 0.49
4 C -0.53
5 H 0.49
6 H 0.07
7 H 0.24
8 Si 0.59
9 H 0.34
10 C -1.41
11 H 0.39
12 C -1.21
13 Cl -0.24
14 H 0.28
15 Cl -0.29
16 H 0.29
17 C 0.40
18 H 0.35
19 C -0.35
20 C -0.35
21 C -0.63
22 H 0.35
23 H 0.12
24 H 0.44
25 C 0.28
26 H 0.34
27 C 0.60

=====

No. 4
Computed, not measured: a structure of composition C26H26Br70O3S, with ωB97M-V/def2-TZVPD.

Geometry (Å):
Br  4.93793  8.26223  8.53281
C  4.41431  8.57949  10.35917
Br  4.67049  -0.65079  9.59077
C  -5.84643  -5.85592  -8.51248
Br  6.15533  -4.56207  -0.36019
C  -0.19874  0.22944  -1.58127
Br  -3.07415  -0.42092  -5.89297
Br  8.85158  7.30456  13.26700
C  6.27572  -0.55662  10.65432
C  -11.11218  -7.17597  -7.16540
Br  -6.98810  -2.56922  -6.95831
Br  -12.79164  -7.48070  -6.27294
Br  10.10303  -0.39130  3.03563
Br  7.74422  1.28190  1.68649
Br  -5.27599  4.66955  -7.10813
Br  -0.16995  -5.44389  4.27592
H  9.99840  1.99379  2.39309
Br  5.92929  0.15441  12.40874
O  -0.46481  0.58624  -2.68595
H  9.84756  -2.23829  9.48838
Br  12.58914  4.65366  3.67545
Br  5.42175  1.29213  6.27751
Br  10.43279  -2.05237  7.09562
Br  -5.25417  -0.39883  -1.14175
Br  6.02057  -4.96200  2.80362
H  -0.49137  0.82209  0.76310
C  -10.46217  -4.81819  -14.62872
C  -2.03637  -5.50557  3.79951
Br  10.69770  9.87450  13.64307
H  -9.30707  -2.29836  -7.76173
O  -0.84969  -0.80379  -0.96191
Br  -0.45191  -3.35455  -3.66325
Br  5.52815  -0.97055  4.02542
Br  -9.60222  -1.62512  -5.40516
Br  -11.93150  1.42738  -6.41668
Br  -3.80374  -0.98504  -8.94606
Br  -11.19171  -7.66423  -9.02785
C  5.02013  -4.61365  1.19520
C  -7.48742  -1.78353  -12.07421
Br  -6.34656  -0.90619  -10.79476
H  -3.87274  4.08033  -5.15913
Br  -8.53079  0.03911  -7.91957
O  0.77936  0.76345  -0.77350
Br  -0.66697  -0.68798  5.04521
C  9.27306  1.33799  2.85469
C  -4.87337  3.78494  -5.44326
Br  9.94864  -4.63595  8.90277
C  -11.26922  3.22996  -6.22235
Br  -4.86691  1.86426  -5.63538
H  1.55612  -4.76226  -3.94014
H  -6.86565  -2.06374  -12.91282
Br  8.13985  2.47305  8.17067
Br  -10.86007  1.49545  -10.46894
Br  -5.38381  -1.04039  -4.27376
Br  -9.79184  -6.25609  -13.53229
H  -0.41126  1.52602  6.12605
Br  3.62081  7.01658  11.15602
H  8.53246  5.65133  9.09231
C  0.07967  0.57732  6.29296
H  10.12459  4.70146  3.53875
H  0.93211  -1.53698  -0.51478
Br  -10.50073  -5.36491  -6.93213
Br  -0.26309  0.07364  8.11878
Br  -6.92808  -7.33307  -7.90620
Br  -0.60069  -2.42329  1.32854
Br  -4.50078  -5.37277  -7.21944
Br  7.36886  -1.21101  6.61491
C  5.69612  -0.57945  5.90223
Br  -11.16016  4.13296  -7.91907
Br  3.95979  -3.01233  1.35336
H  8.30774  9.70439  13.04605
H  10.38627  3.23242  8.86581
C  9.12319  6.43467  8.63351
Br  10.97864  5.95532  8.87173
H  -12.77171  0.45689  -9.30686
Br  10.57954  7.12461  3.48308
H  4.33280  -5.43748  1.06111
Br  12.29062  -2.59090  9.62986
Br  -8.24156  -3.41038  -11.35811
H  -10.38088  -7.82035  -6.69776
Br  -13.96261  2.21796  -10.56494
Br  8.62488  6.50769  6.77440
Br  -2.90486  -3.81789  4.13282
Br  -5.07878  -6.19807  -10.24562
Br  -11.05845  -3.32761  -13.56503
H  -5.07115  1.12139  -3.08410
S  1.58672  0.38795  1.89574
C  -2.43219  -1.07432  -7.58952
H  -6.50432  -5.00261  -8.61879
H  -2.50665  -6.23834  4.43997
H  -1.62369  -0.43192  -7.91024
Br  -2.69970  0.29623  -2.96544
C  -12.65567  0.82478  -10.31742
C  9.68648  2.54511  9.32063
H  3.65756  9.35088  10.34488
C  0.09541  -1.15932  0.08044
Br  1.95733  0.82988  5.95502
Br  9.24925  3.24362  11.06292
Br  -6.05594  4.35783  -4.02454
Br  -8.84668  -0.59120  -12.74823
H  4.90774  -1.11688  6.41329
Br  5.88107  9.24633  11.42088
H  -11.98809  3.76693  -5.62001
C  -8.69654  -1.69479  -7.10297
Br  -11.83126  -5.42570  -15.84162
Br  10.67581  4.96544  1.14033
C  0.99127  -4.47858  -3.06318
Br  -2.29313  -6.08729  1.98162
H  -9.63677  -4.46778  -15.23236
H  0.84388  -0.10644  2.91216
C  -4.66184  0.13812  -2.89942
Br  8.83182  2.08988  4.57797
Br  7.17750  -2.26057  10.73344
Br  8.13434  9.46594  15.49848
C  10.53336  -2.80170  8.86776
Br  8.69146  8.06987  9.54538
H  6.94521  0.13348  10.15568
Br  2.20698  -3.52512  -1.90358
C  10.88596  5.28013  3.03254
C  0.41208  0.25050  0.52381
Br  -9.58654  3.27538  -5.28373
Br  -1.70517  -2.85067  -7.42151
Br  0.35238  -6.10254  -2.24794
Br  -12.96270  -0.66637  -11.50310
C  8.91148  9.16394  13.76211
Br  10.57098  0.83963  9.44783

Atoms 1-6, force components in eV/Å:
Br 0.0 0.0 0.1
C 0.0 -0.1 -0.1
Br 0.0 0.0 0.1
C 0.0 0.1 0.0
Br 0.0 0.0 0.1
C 0.0 -0.5 0.0

Multiplicity   1
LUMO level   -0.0150 hartree
Total charge   0
HOMO level   -9.10 eV

Atom charges from the Mulliken analysis, given in e for atoms 1 to 99:
1 Br 0.00
2 C -0.31
3 Br 0.03
4 C 0.16
5 Br -0.03
6 C 0.54
7 Br 0.03
8 Br 0.06
9 C 0.26
10 C -0.36
11 Br 0.17
12 Br -0.04
13 Br -0.01
14 Br -0.01
15 Br -0.05
16 Br -0.01
17 H 0.20
18 Br -0.03
19 O -0.62
20 H -0.08
21 Br 0.01
22 Br -0.05
23 Br -0.01
24 Br -0.09
25 Br -0.04
26 H 0.25
27 C -0.33
28 C -0.37
29 Br -0.01
30 H 0.31
31 O -0.03
32 Br 0.05
33 Br 0.04
34 Br -0.05
35 Br -0.04
36 Br 0.01
37 Br 0.00
38 C -0.34
39 C -0.42
40 Br -0.05
41 H 0.40
42 Br 0.07
43 O -0.30
44 Br 0.08
45 C -0.26
46 C -0.44
47 Br -0.04
48 C -0.35
49 Br 0.27
50 H 0.38
51 H 0.40
52 Br 0.07
53 Br 0.01
54 Br 0.02
55 Br -0.02
56 H 0.37
57 Br 0.00
58 H 0.16
59 C -0.40
60 H -0.08
61 H 0.03
62 Br 0.08
63 Br -0.04
64 Br -0.02
65 Br 0.03
66 Br 0.00
67 Br 0.19
68 C -0.44
69 Br -0.04
70 Br 0.11
71 H 0.00
72 H 0.24
73 C -0.14
74 Br -0.05
75 H 0.24
76 Br -0.06
77 H 0.36
78 Br -0.03
79 Br 0.07
80 H 0.32
81 Br -0.03
82 Br 0.03
83 Br -0.03
84 Br -0.03
85 Br 0.01
86 H 0.30
87 S -0.04
88 C -0.48
89 H -0.19
90 H 0.37
91 H 0.39
92 Br 0.38
93 C -0.20
94 C -0.32
95 H 0.32
96 C 0.02
97 Br 0.02
98 Br 0.04
99 Br -0.09

=====

no.,electronic energy (Eh)
1,-2790.11632
2,-251.71823
3,-1599.33617
4,-181810.89406